Entry 1:
The following is a quantum chemistry calculation of C9H10BrN3O4Pd as an isolated structure, from the OMol25 dataset.

The energy is -3516.04396 hartree. As for the charge: -2. As for the HOMO-LUMO gap: 4.342 eV. The HOMO energy is -0.26 eV.

Atoms and positions in Å:
Br (2.628, -6.148, 0.241)
H (-2.704, 1.069, -0.461)
N (-2.033, 1.259, 0.270)
H (-1.046, -2.733, 1.198)
H (0.121, -5.065, 1.455)
O (2.091, -0.075, -1.805)
H (2.216, 2.841, -0.733)
H (2.012, -1.321, -1.101)
H (3.221, -3.544, -1.112)
O (0.351, 3.981, 0.238)
C (-0.062, 2.793, 0.173)
C (2.023, 1.849, -0.311)
C (0.567, -4.267, 0.878)
Pd (-0.646, -0.248, 0.102)
C (2.746, 0.835, -1.230)
H (-2.443, 0.854, 1.110)
C (1.641, -2.201, -0.558)
H (-1.877, 3.108, 1.281)
C (-0.043, -3.023, 0.804)
O (3.952, 1.123, -1.428)
H (2.586, 1.833, 0.630)
C (2.304, -3.422, -0.554)
N (0.499, -2.020, 0.106)
C (-1.578, 2.643, 0.339)
N (0.602, 1.680, -0.048)
O (-2.162, -1.294, 0.629)
H (-2.030, 3.229, -0.465)
C (1.749, -4.447, 0.183)

Entry 2:
The following is a quantum chemistry calculation of C9H10CeCl3NO2 as an isolated structure, from the OMol25 dataset.

The energy is -2409.74255 hartree. As for the HOMO-LUMO gap (spin up / spin down): 4.519 / 4.520 eV. The HOMO energy (spin up / spin down) is -5.75 / -5.71 eV.

Atoms and positions in Å:
N (0.844, 0.505, -1.665)
C (0.521, -2.088, 1.597)
Cl (-2.969, 4.110, 2.032)
H (1.860, -0.331, -3.323)
H (0.320, 0.625, -3.732)
C (2.386, -1.031, 0.688)
C (0.816, -0.078, -3.023)
O (-2.223, 0.581, 0.457)
H (0.591, -2.244, -2.687)
C (2.124, -0.441, 1.970)
C (1.392, -2.049, 0.453)
C (-3.345, 2.679, 1.061)
H (1.377, 1.380, -1.735)
Cl (-3.805, 3.107, -0.608)
Cl (-4.605, 1.712, 1.840)
H (3.219, -0.791, 0.028)
C (0.054, -1.339, -2.959)
H (0.554, -0.908, 3.525)
H (-0.320, -2.771, 1.734)
O (-0.891, 2.193, 1.253)
H (1.335, -2.697, -0.423)
Ce (0.154, 0.180, 0.477)
H (-1.027, -1.285, -2.902)
H (2.731, 0.320, 2.464)
C (-2.067, 1.762, 0.941)
C (0.975, -1.101, 2.535)